Record 1
Molecular formula: C44H39N3NiO2P2
Method: DFT, ωB97M-V/def2-TZVPD

Net charge   0
E_HOMO (alpha / beta)   -0.2558 / -0.2559 Ha
Gap between HOMO and LUMO (alpha / beta)   0.2433 / 0.2427 Ha
Spin multiplicity   1
E   -4205.87902 Eh

Last column: Mulliken charge in e.
Positions of all 91 atoms, in Å:
Ni -0.20386 0.37956 -0.82521  1.29
P 0.79059 -1.56819 -1.26684  3.13
P -1.60583 0.93294 0.94784  2.02
O 0.26053 1.01085 -2.63419  -0.61
O -0.52580 0.97193 -4.70994  -0.74
N 3.22403 2.63833 2.97794  -0.44
N 1.70814 1.36320 -0.04657  2.14
N 3.85638 2.92304 0.78037  -0.63
C -2.86954 1.64622 -0.14940  0.19
C -4.60079 -1.16145 2.78356  -0.90
C -1.04864 3.49761 4.11853  -0.84
C 4.82308 -1.33298 0.92831  -0.76
C -2.51451 -0.16693 2.09287  0.74
C 2.42760 -1.54786 -0.46988  -0.17
C 2.28155 -3.10662 -4.71914  -0.78
C 2.49117 -1.86880 0.88509  -0.27
C 4.76526 -0.99790 -0.41380  -0.75
C -2.55512 -1.81147 3.84598  -0.67
C -0.61861 3.51904 1.35170  1.17
C -1.20563 2.40140 1.96906  0.33
C 1.22646 -1.72944 -3.03806  -0.03
C -1.05886 -3.62007 -1.30451  -0.73
C -2.29229 -0.16188 -1.69361  -2.34
C 3.57531 -1.10125 -1.11320  -0.79
C -3.31303 1.95659 -2.51484  -1.19
C -3.89530 -0.29311 1.97156  -1.43
C -2.82722 1.13050 -1.47953  1.34
C -1.83122 -0.95900 3.02447  0.83
C -0.64684 -5.92774 -0.79653  -0.59
C 2.55607 1.90380 -0.92685  -0.90
C 0.10133 0.49080 -3.77803  -0.53
C -4.18416 3.51108 -0.89127  -0.81
C -1.50603 -4.92541 -1.21394  -0.79
C 3.63022 2.66363 -0.49898  -0.91
C -0.44140 4.58810 3.51904  -0.84
C -3.92975 -1.91600 3.73070  -0.78
C -1.42412 2.41438 3.34515  -1.14
C 1.94306 -2.87076 -3.40306  -0.61
C 0.65828 -5.61423 -0.45617  -0.80
C 1.10579 -4.30774 -0.53582  -0.25
C -0.34145 -0.88983 3.12976  -0.71
C 1.17900 -1.08424 -5.35643  -0.82
C 1.93259 1.59396 1.23265  -0.22
C -3.97437 3.12542 -2.21540  -0.75
C -0.24360 4.59399 2.14940  -0.68
C 0.84494 -0.82822 -4.02906  0.61
C 3.00254 2.40163 1.65852  0.22
C 1.89637 -2.21002 -5.70323  -0.61
C -3.58579 2.79506 0.13535  -0.41
C 0.25336 -3.29744 -0.97178  0.96
C -0.42742 3.61689 -0.12832  -1.37
C 3.68070 -1.77246 1.57854  -1.20
H 2.83880 -3.99632 -4.97541  0.44
H 1.25406 1.16541 1.95556  -0.50
H 2.45064 2.54399 3.61274  0.20
H -5.67114 -1.25365 2.67313  0.48
H -4.47373 -2.59689 4.36770  0.40
H -3.13965 1.65876 -3.53838  0.45
H 0.84508 -0.37452 -6.10055  0.52
H 3.53709 -0.83593 -2.15972  0.45
H -2.03189 -2.40666 4.58202  0.48
H 0.08004 -0.73723 2.13383  -0.67
H 2.24277 -3.57822 -2.64530  0.40
H -0.03533 -0.05897 3.76772  0.34
H 3.71760 -2.04429 2.62445  0.43
H 0.06165 -1.80678 3.55561  0.57
H -0.99299 -6.94908 -0.73612  0.39
H -0.13298 5.43319 4.11753  0.41
H -4.41580 0.29303 1.22675  0.39
H 4.33160 3.10418 -1.19459  0.46
H -1.28227 4.12117 -0.57816  0.47
H 5.65481 -0.65236 -0.91806  0.46
H -2.52522 -5.16304 -1.48023  0.46
H 0.46817 4.18660 -0.36980  0.51
H -1.23445 3.49663 5.18323  0.46
H 3.91814 3.33289 3.19724  0.29
H 2.33865 1.75050 -1.97178  0.47
H -4.33581 3.75785 -3.01370  0.41
H 5.75516 -1.25543 1.46837  0.41
H -2.50601 -0.89909 -0.91900  0.66
H 1.59652 -2.21431 1.38475  0.75
H -0.34291 2.63646 -0.60733  -0.31
H -2.28595 -0.53916 -2.71073  0.73
H 0.20068 5.46219 1.68315  0.50
H -1.72474 -2.84131 -1.64555  0.19
H 1.33678 -6.39489 -0.14249  0.44
H -1.91972 1.57617 3.81348  0.57
H 2.12751 -4.07992 -0.26543  0.40
H 2.15552 -2.39437 -6.73500  0.41
H -4.76248 4.39515 -0.66527  0.41
H -3.64138 3.15931 1.15256  0.45


Record 2
Molecular formula: C44H40BiBrI2N4O3STe
Method: DFT, ωB97M-V/def2-TZVPD

Net charge   -2
E_HOMO   -0.0816 Ha
Relative energy (zero: lowest compared OMol25 entry of this formula, charge and spin)   33.4 kcal per mole
Gap between HOMO and LUMO   0.2127 Ha
Spin multiplicity   1
E   -6195.69573 Eh

Last column: Mulliken charge in e.
Positions of all 97 atoms, in Å:
Bi 0.58318 0.95107 -0.24775  0.54
I 1.83977 -2.46976 0.03302  0.17
I -0.75649 3.36423 -0.92773  0.06
Te 0.47099 4.60879 1.49858  -0.18
Br -0.91684 -4.68695 0.13311  -0.12
S -1.19444 6.27901 3.87233  -0.16
O 2.53805 -0.86644 1.98832  0.17
O 2.38350 2.77431 -0.43911  -0.53
O 2.11512 1.54556 3.20214  -0.53
N -1.42444 -0.09792 0.27664  1.09
N 7.09489 2.95391 -0.07254  -0.68
N 3.88879 1.81088 0.96186  0.00
N 4.25705 4.26944 -3.16770  -0.73
C -3.41937 -2.96004 -2.14359  -1.07
C -1.03733 1.76831 -5.66489  -1.05
C 6.00066 3.02105 -0.44824  -0.19
C -1.88253 0.13117 1.67079  2.78
C 2.88298 -0.45099 4.28158  0.57
C -3.50089 5.99812 2.84400  -0.72
C 0.53710 -5.41781 -3.65753  -0.57
C 0.71518 0.08493 -5.23704  -0.69
C -3.33516 0.69973 1.68738  -1.86
C 0.13301 -4.59631 -1.43897  0.21
C 3.05840 -1.19575 3.05566  1.19
C 3.90513 -2.46429 3.07343  -1.96
C -0.19105 1.07069 -4.76863  1.07
C -1.71090 -1.15332 2.51737  -1.39
C 1.59646 -0.15735 -3.01538  -0.32
C 3.59220 2.57663 -0.12164  0.76
C 4.66398 3.10081 -0.90878  0.42
C -2.89273 6.56074 3.92185  -0.40
C -0.22243 1.38923 -3.38052  1.06
C 1.66530 -4.61610 -3.74590  -0.68
C -3.89108 -2.68781 -0.86612  0.00
C -3.24735 -1.75808 -0.05798  -0.61
C -2.08275 -1.06251 -0.47125  0.80
C -1.63020 -1.40796 -1.76342  0.50
C 4.41746 3.75265 -2.14493  0.04
C -1.90412 3.06483 -3.83523  -0.25
C -1.02195 1.17491 2.38635  -2.57
C -1.74254 -2.53116 -3.98590  -1.22
C 1.62175 -0.48070 -4.39084  -0.96
C -2.27864 -2.30070 -2.59396  -0.01
C -1.27580 5.40394 2.38737  0.01
C 2.33457 0.89707 4.24931  0.05
C 2.01233 -3.79196 -2.68415  -0.36
C 2.06900 1.49163 5.54684  -0.88
C -1.86662 2.75380 -5.21313  -0.74
C -1.12410 2.39148 -2.93924  -0.73
C 3.16736 -1.06371 5.52321  -0.79
C 1.24490 -3.75608 -1.52216  0.07
C 0.66127 0.70089 -2.50056  -0.62
C -5.10986 -3.40406 -0.33783  -1.71
C -0.22311 -5.41795 -2.49928  -0.40
C 2.90134 -0.45715 6.72222  -0.73
C 2.34290 0.84623 6.71523  -0.26
C -2.58133 5.33975 1.97228  -0.09
H -1.59683 -1.58007 -4.50028  0.18
H 3.29964 -3.31152 3.40853  0.36
H -1.09458 -6.05252 -2.41164  0.41
H 4.23640 -2.66895 2.05710  0.41
H -3.32955 7.11271 4.74118  0.35
H 2.89783 -3.17103 -2.74805  0.52
H 4.77096 -2.36571 3.72590  0.46
H -0.74205 -0.93766 -2.14307  0.21
H -3.85123 0.52651 0.74585  0.42
H 3.09263 -0.96741 7.65802  0.34
H 2.13869 1.33698 7.66241  0.35
H -3.30083 1.78059 1.84425  0.45
H 0.68072 -0.19380 -6.28523  0.33
H -4.83676 -4.09721 0.46406  0.28
H -5.59417 -3.97842 -1.12929  0.41
H -3.92935 0.26172 2.49609  0.32
H -5.83889 -2.70091 0.07290  0.35
H -2.86666 4.84048 1.05355  0.26
H -2.43208 -3.14297 -4.57139  0.40
H 2.32400 -0.62710 -2.36177  0.53
H -3.92991 -3.67656 -2.78058  0.20
H -0.64700 -1.28657 2.73383  0.06
H -2.23862 -1.05431 3.47101  0.44
H 3.18045 1.68353 1.68608  -0.01
H -3.68322 -1.58586 0.91458  0.46
H -2.54791 3.86916 -3.48702  0.36
H -0.77528 -3.03494 -3.96150  0.04
H 0.03440 0.89464 2.46961  0.19
H 2.34168 -1.20070 -4.76175  0.41
H -2.47631 3.31752 -5.90972  0.37
H 2.28304 -4.63428 -4.63568  0.37
H 4.84333 1.80164 1.28150  0.27
H -4.56998 6.04082 2.67101  0.32
H 0.24678 -6.04454 -4.49339  0.33
H 1.64076 2.48751 5.53465  0.47
H 3.57541 -2.06925 5.53268  0.28
H -1.09648 2.15899 1.92025  -0.02
H -2.05931 -2.05436 2.01743  0.29
H -0.98742 1.52252 -6.72041  0.35
H -1.39289 1.27837 3.40936  0.67


Record 3
Molecular formula: C44H40BrCdN6S4Te
Method: DFT, ωB97M-V/def2-TZVPD

Net charge   -1
E_HOMO   -0.1673 Ha
Relative energy (zero: lowest compared OMol25 entry of this formula, charge and spin)   21.7 kcal per mole
Gap between HOMO and LUMO   0.2401 Ha
Spin multiplicity   1
E   -6631.83547 Eh

Last column: Mulliken charge in e.
Positions of all 97 atoms, in Å:
Te -0.93758 2.83586 -1.65683  -0.24
Cd -2.45236 0.85709 -0.41305  1.07
Br -3.01727 -1.35227 1.91788  -0.11
S 0.11289 0.06591 2.93257  -0.20
S 0.58150 -2.72216 1.60516  -0.18
S -4.05205 2.23058 1.18455  -0.63
S -0.80554 1.57661 1.77334  -0.09
N -1.14693 3.53961 7.58443  -0.58
N -0.85059 -3.14122 -1.64976  -0.20
N 2.49072 0.84977 1.83882  0.71
N 2.91432 -1.67372 0.65424  0.73
N 0.73475 -0.64567 -1.66559  0.01
N -5.12374 4.20118 6.82065  -0.55
C 4.00719 3.99118 2.53507  -0.31
C 3.10632 -2.84125 -0.18430  -0.88
C 2.26534 3.65354 0.92212  0.11
C 3.81345 0.42959 1.43300  -0.97
C -3.34222 2.62230 -3.59264  -0.35
C -4.12470 -2.30705 0.71728  0.73
C 2.94235 3.23435 2.06560  0.57
C 0.05950 -1.18471 -2.82910  -0.31
C -1.88476 2.78636 -5.93773  -0.47
C -1.95725 2.76630 -3.51530  0.01
C 5.98823 -4.60619 1.52766  -0.63
C 3.70246 -0.51919 0.26549  -0.67
C 2.51901 1.96465 2.76778  -0.10
C -3.26092 2.61198 -6.00066  -0.54
C 1.55177 -0.20005 1.97256  0.15
C 4.46272 -3.46362 0.05015  -0.24
C 3.70421 5.57348 0.75171  -0.39
C -4.92011 -2.71557 -2.89522  -0.88
C -3.26867 2.47186 2.69467  -0.01
C -2.18234 3.02787 5.27657  -0.51
C -3.98618 2.53557 -4.81966  -0.46
C 4.38690 5.15990 1.88463  -0.64
C -0.14107 -2.69707 -2.85149  -0.71
C -4.84625 -3.33365 1.25640  -0.77
C -1.91279 2.22181 3.00779  0.60
C 4.74972 -4.03610 1.28728  -0.43
C -5.64538 -3.94874 -0.91296  -0.84
C -5.63258 -4.16037 0.43169  -0.60
C -3.44179 -0.89443 -1.27133  -1.51
C 6.96054 -4.60909 0.53294  -0.36
C 2.64212 4.81546 0.27044  -0.58
C -1.61024 3.30899 6.55685  -0.20
C -4.23043 -1.69105 -3.46627  -1.34
C -4.13734 -1.99876 -0.67750  1.14
C -4.41444 3.79000 6.01544  -0.21
C -4.90208 -2.88848 -1.48947  1.12
C 6.68455 -4.03946 -0.69911  -0.68
C 1.73463 -1.40422 1.35530  -0.50
C -4.05013 3.00456 3.74798  -0.87
C 5.43869 -3.46903 -0.93644  -0.04
C -3.54073 3.27025 4.99815  0.81
C -1.39147 2.51412 4.26209  -0.02
C -1.24154 2.86173 -4.70964  -0.42
C -3.51550 -0.78956 -2.64638  0.80
H 3.19929 1.76978 3.61207  0.35
H 0.20623 -2.86789 0.30755  0.11
H 2.10291 5.12698 -0.61540  0.44
H -0.66241 -2.96179 -3.78196  0.43
H -0.16570 2.98445 -4.67626  0.36
H 3.99689 6.48292 0.24196  0.38
H -5.06224 2.40976 -4.84724  0.40
H -5.09479 3.19864 3.54839  0.52
H 3.99033 -4.02172 2.06106  0.42
H 7.92934 -5.05370 0.72205  0.37
H -6.20449 -4.96666 0.87309  0.36
H -0.91748 -0.69788 -2.89027  -0.33
H -3.76167 2.54153 -6.95834  0.37
H -4.79819 -3.51509 2.32120  0.43
H 0.25651 -0.92318 -0.81542  -0.23
H 4.34563 -0.06489 2.26135  0.26
H -3.02444 0.03670 -3.14989  0.34
H 2.99942 -2.58776 -1.24879  0.21
H -5.49207 -3.41519 -3.49443  0.34
H 1.44562 3.05696 0.54041  -0.03
H -1.30384 2.85945 -6.84989  0.36
H 5.21876 5.74156 2.26231  0.36
H -6.22534 -4.58644 -1.57035  0.34
H 7.43744 -4.03397 -1.47722  0.38
H -4.23273 -1.55128 -4.54118  0.46
H 2.33309 -3.56731 0.05002  0.75
H 0.60247 -0.88357 -3.72856  0.51
H 1.68863 -0.97257 -1.59518  0.07
H -1.00401 -4.14182 -1.67511  0.23
H -3.93048 2.58852 -2.68254  0.39
H 6.19904 -5.05130 2.49192  0.38
H 4.69520 -0.86106 -0.03205  0.52
H -0.34544 2.32790 4.46312  0.39
H 0.83427 -3.19605 -2.87040  0.36
H 4.38514 1.31265 1.14213  0.49
H 4.54274 3.66530 3.42043  0.36
H 5.22114 -3.02176 -1.90043  0.39
H 3.24717 0.00875 -0.58198  0.24
H 1.52557 2.08980 3.18872  -0.80
H -1.76444 -2.69854 -1.60274  -0.03